1.
# C4H9N3

A 2-piece molecular cluster, C4H9N3 overall in a non-equilibrium geometry (wB97M-V/def2-TZVPD, the Open Molecules 2025 dataset).

Last column: Mulliken charge in e.
Element x y z (Å)
H 2.3804 0.7814 1.0784  0.2131
H 0.4410 -1.9633 0.4402  0.2926
C 1.7500 0.7880 -0.7344  0.5078
H -0.2924 0.5675 2.0651  0.3000
N 1.5611 0.6841 0.4833  -0.5068
H -1.9019 0.9479 1.7607  0.3550
H -0.9510 -2.1086 -0.6914  0.4019
H -1.4616 -0.7508 2.0997  0.2500
H -1.8321 0.1043 -1.6223  0.2228
H 0.4238 -1.2827 -1.2231  0.3643
N 1.8860 1.2886 -1.8156  -0.4212
H 2.0948 1.9078 -2.5694  0.2783
C -1.1748 0.1580 1.5770  -1.1809
C -0.8950 -0.0184 0.1083  0.9188
N -1.8687 0.3578 -0.6387  -0.7476
C -0.1596 -1.4617 -0.3178  -1.2479

- Molar mass: 99.137 u
- Orbital gap: 9.78 eV
- Net charge: 0
- HOMO: -9.05 eV
- Energy above the lowest of the compared OMol25 structures with the same formula, charge and spin: 309.7 kJ/mol
- Total energy: -8761.316 eV

***

2.
# C2H11N2O

A 2-piece molecular cluster, C2H11N2O overall in a non-equilibrium geometry (wB97M-V/def2-TZVPD, the Open Molecules 2025 dataset).

Last column: Mulliken charge in e.
Element x y z (Å)
H 1.0051 1.3002 -1.2809  0.3547
H -0.9260 1.6111 -1.4578  0.3386
O 0.7843 1.4266 -0.3527  -0.5459
C 0.5711 -2.4489 -0.3521  -0.7683
H -0.8942 2.6901 -0.1126  0.3588
H -0.1227 -1.4507 1.2480  0.3807
H -2.3692 0.9423 0.5254  0.2454
C -0.6085 1.6829 -0.4146  -0.3279
H 1.4665 -1.0687 1.1391  0.3469
N 0.6352 -1.2479 0.5844  -0.2826
H 0.1671 -0.4020 0.1491  0.2987
H -1.0671 0.9610 1.4255  0.2719
H 1.2472 -3.1765 0.0729  0.3666
H -0.4662 -2.7944 -0.3812  0.3061
N -1.3705 0.7885 0.4674  -0.6562
H 0.9803 -2.0956 -1.3031  0.3123

- Molar mass: 79.123 u
- Orbital gap: 10.84 eV
- Net charge: +1
- HOMO: -14.09 eV
- Energy above the lowest of the compared OMol25 structures with the same formula, charge and spin: 118.7 kJ/mol
- Total energy: -7273.046 eV

***

3.
# C19H15F13N2O3

A 3-piece molecular cluster, C19H15F13N2O3 overall in a non-equilibrium geometry (wB97M-V/def2-TZVPD, the Open Molecules 2025 dataset).

Last column: Mulliken charge in e.
Element x y z (Å)
C 2.0801 -2.3249 0.2158  0.6326
F -4.3441 0.5577 -2.3090  -0.3358
C -3.8772 -1.0672 3.4525  -0.1750
H 3.4752 3.4144 -0.3568  0.2949
C -0.6861 -0.1077 -2.1217  0.6865
C -2.9569 -2.5068 5.5547  -0.2861
O 2.6461 -1.1029 0.2805  -0.3502
C -2.0842 0.2532 -2.7050  0.4593
C 0.0455 1.0450 -1.3579  0.8962
C -3.2883 -0.1003 -1.7977  0.5510
H -2.8443 -2.5941 2.3258  0.7314
C -3.1139 -2.2177 3.3012  -0.4590
C 6.0372 2.2797 -1.9787  -0.1115
H -2.5669 -3.1091 6.3681  0.3721
F -3.0999 0.3706 -0.5510  -0.2406
C -3.6691 -1.6220 -1.7159  0.6386
F -4.7316 -1.6187 0.4322  -0.2396
H -4.7766 0.2496 4.8927  0.3847
H 1.3822 1.4427 0.1616  0.4056
C 2.1782 -0.2540 -0.8191  -0.3124
F -2.1338 1.5812 -2.9441  -0.3017
F -2.5626 -2.0800 0.3626  -0.1011
F -4.0216 -3.4960 -0.3800  -0.2818
H 7.8711 3.2889 -2.4544  0.3630
H 6.3151 1.3477 -2.4578  0.3670
N 4.8330 2.2970 -1.4096  -0.2874
F -4.9036 -1.7804 -2.2238  -0.2955
H -4.2217 -0.5167 2.5908  0.3519
O 2.6863 -3.1639 -0.6771  -0.4558
F -0.7647 -1.1881 -1.3277  -0.2799
C 6.4966 4.5293 -1.3543  -0.1180
C -3.7160 -1.3760 5.8120  -0.2955
C -4.1830 -0.6420 4.7352  -0.5310
H 7.1434 5.3969 -1.3327  0.3741
F 0.0982 -0.4440 -3.1668  -0.3417
F 0.7279 1.7757 -2.2624  -0.3187
C -3.7431 -2.1788 -0.2634  0.6663
H -3.9326 -1.0794 6.8291  0.3597
N -2.6538 -2.9309 4.3303  -0.5177
F -0.8671 1.8360 -0.7445  -0.3172
C 5.2469 4.5667 -0.7584  -0.7510
O 1.1591 -2.6826 0.9289  -0.4793
H 3.0284 0.3616 -1.0694  0.2007
H 4.8894 5.4577 -0.2614  0.3677
C 0.9931 0.5348 -0.2909  -0.8971
H 1.9494 -0.9139 -1.6488  0.3703
H 0.4631 0.0176 0.4959  0.3618
C 6.9035 3.3616 -1.9779  -0.6251
H 2.0522 -3.4246 -1.3465  0.3542
F -2.2362 -0.3557 -3.8975  -0.3008
F -2.8424 -2.4069 -2.4141  -0.2751
C 4.4591 3.4281 -0.8132  0.0920

- Molar mass: 566.314 u
- Orbital gap: 10.12 eV
- Net charge: 0
- HOMO: -9.58 eV
- Total energy: -64395.831 eV

***

4.
# C4H10NO

A 2-piece molecular cluster, C4H10NO overall in a non-equilibrium geometry (wB97M-V/def2-TZVPD, the Open Molecules 2025 dataset).

Last column: Mulliken charge in e.
Element x y z (Å)
H 3.1176 0.2648 -0.1981  0.3568
H 2.5739 0.5626 -1.9555  0.3486
H -1.7752 -0.6959 -0.0059  0.2440
C 0.2174 -0.4621 -0.7806  0.9208
H 1.9120 -1.7966 -0.2379  0.3300
O -2.9325 0.0875 2.7049  -0.6330
H -0.7033 1.3341 -0.5114  0.2784
H -3.5815 -0.0577 3.4165  0.3287
H -2.9039 1.0520 2.5803  0.3162
C -0.7304 -1.1579 -0.0473  -0.7532
H 0.8719 1.7019 -0.4862  0.3801
N 1.5306 -0.9551 -0.7875  -0.1077
H 0.1776 1.4127 -2.0525  0.3775
C 0.1984 0.9731 -1.0373  -1.2611
C 2.5163 -0.0497 -1.0203  -0.3425
H -0.4889 -2.2137 0.4189  0.2163

- Molar mass: 88.130 u
- Orbital gap: 7.38 eV
- Net charge: +1
- HOMO: -13.97 eV
- Energy above the lowest of the compared OMol25 structures with the same formula, charge and spin: 412.5 kJ/mol
- Total energy: -7837.042 eV

***

5.
# C4H7NO2

The molecule C4H7NO2 in a non-equilibrium geometry (wB97M-V/def2-TZVPD, the Open Molecules 2025 dataset).

Last column: Mulliken charge in e.
Element x y z (Å)
C -0.7763 -1.3822 -2.0473  -0.0229
H -1.0399 0.8474 -0.1627  0.2721
C 0.4105 1.0862 1.9933  0.0989
H -0.5892 1.5304 2.1040  0.2939
O 1.1954 1.2235 2.9265  -0.5908
H -1.2511 -1.4205 -0.0163  0.2382
H 0.3268 0.8588 -1.1545  0.3650
H 0.4840 -1.7781 -0.3471  0.3639
H 1.7572 0.2907 0.8122  0.2439
N 0.7641 0.4649 0.8538  -0.1029
C -0.0981 0.3205 -0.3098  -0.5747
H -0.5832 -2.3536 -2.5351  0.3670
C -0.3687 -1.1547 -0.6125  -0.4794
O -1.1984 -0.4767 -2.7298  -0.4722

- Molar mass: 101.105 u
- Orbital gap: 10.54 eV
- Net charge: 0
- HOMO: -9.82 eV
- Energy above the lowest of the compared OMol25 structures with the same formula, charge and spin: 111.9 kJ/mol
- Total energy: -9846.120 eV

***

6.
# C23H34N2O4

The molecule C23H34N2O4 (wB97M-V/def2-TZVPD, the Open Molecules 2025 dataset).

Last column: Mulliken charge in e.
Element x y z (Å)
H -3.0003 -1.1508 0.5731  -0.0025
C -0.9089 1.7715 1.2513  -1.1091
H 5.8890 0.1602 1.6769  0.3200
H 3.7740 0.7783 -1.7587  0.2979
C 3.7630 1.0379 -0.6972  -0.7038
N 1.9671 -0.4618 0.0220  0.2334
H -3.0648 -1.8040 -1.0719  0.2269
H 4.4597 -1.3591 -1.3523  0.4048
O 0.1990 -2.7232 -1.9977  -0.7184
H 0.9478 0.1328 -1.7164  0.2338
H 6.1273 -2.3266 -0.0206  0.3890
C -1.4871 0.8677 -0.8843  0.4470
H 2.1678 -1.1375 -1.9340  0.5573
H -1.4190 3.8045 1.6056  0.4389
C -5.8474 -1.5248 0.7618  -0.3331
C -2.9215 -2.0625 -0.0220  0.5953
H 5.0383 2.0558 0.6992  0.3463
C 0.3125 -1.8431 -1.1695  0.6987
H 7.2056 1.2690 -0.2941  0.3327
C 5.4940 -1.6188 0.5190  -1.0177
H 2.9884 1.7951 -0.5480  0.4186
H -1.5171 0.0479 -1.5862  0.5859
C -2.6030 5.4351 0.0249  -0.8593
H -3.8878 -3.9906 -0.1324  0.2906
C -5.7384 -0.2010 0.0057  -0.8151
C 5.1093 1.6457 -0.3107  -0.8669
C 6.2905 0.6760 -0.3623  -0.7141
H -6.1568 -0.3192 -0.9900  0.2662
H -1.5899 5.7566 0.2870  0.3391
C -1.4492 2.9940 0.8952  -0.6678
H -0.4602 1.6510 2.2261  0.5021
H 6.3124 0.1576 -1.3217  0.3590
C 6.2848 -0.3339 0.7878  -0.6169
H -6.3007 0.5641 0.5350  0.3815
C -1.5338 -2.6715 0.1739  -1.3780
H -2.4824 2.2180 -2.2174  0.4499
C -2.0347 2.0806 -1.2461  -1.0817
H -3.0938 6.2226 -0.5446  0.2507
C -4.0242 -3.0412 0.3929  -0.8596
H -3.1722 5.2425 0.9399  0.3379
C 1.3908 -0.7666 -1.2658  -0.6616
H 5.2473 -2.0722 1.4810  0.3199
C -0.9210 0.6959 0.3738  0.0974
C 4.2099 -1.4319 -0.2920  -0.7115
H -1.3836 -3.5020 -0.5195  0.5412
N -0.4770 -1.7156 -0.0864  0.2086
H 7.3132 -0.6208 1.0181  0.3772
C -0.3024 -0.6138 0.8286  -0.5350
H 3.5945 -2.3255 -0.1633  0.4175
H -3.9603 -3.2291 1.4770  0.3827
O -5.3217 -2.6282 0.0481  -0.4090
C 1.1859 -0.3496 1.1057  0.3981
H -1.4295 -3.0411 1.2004  0.2990
H -5.3683 -1.4449 1.7465  0.3010
H -0.7472 -0.8954 1.7902  0.4295
O -2.5860 4.3097 -0.8198  -0.4494
H -6.9079 -1.7555 0.9146  0.3594
H -4.7078 0.1296 -0.0901  0.0720
H 5.3074 2.4795 -0.9888  0.4009
C 3.3982 -0.2008 0.1265  -0.4228
H 3.5588 0.0051 1.1890  0.5819
O 1.5814 -0.0535 2.2161  -0.7559
C -2.0219 3.1600 -0.3620  0.7992

- Molar mass: 402.535 u
- Orbital gap: 9.27 eV
- Net charge: 0
- HOMO: -8.60 eV
- Energy above the lowest of the compared OMol25 structures with the same formula, charge and spin: 123.4 kJ/mol
- Total energy: -35573.637 eV

***

7.
# C6H12

The molecule C6H12 (wB97M-V/def2-TZVPD, the Open Molecules 2025 dataset).

Last column: Mulliken charge in e.
Element x y z (Å)
H -1.4931 1.8631 0.0237  0.3141
C -1.5966 0.9289 0.5884  -1.4029
C 1.3688 -0.2617 0.1506  -0.5627
H 0.9945 1.6261 -0.7267  0.2533
H 2.1393 -1.0474 0.1802  0.3378
H -1.3265 -2.5066 -0.0627  0.2829
H -0.9218 0.9773 1.4485  0.2633
H 2.3246 0.7862 -1.5474  0.2950
C -1.2928 -0.2724 -0.2782  0.2161
H 0.2676 -1.2105 -1.4959  0.3765
H 2.6077 1.5873 0.0036  0.3482
H -2.6223 0.8910 0.9773  0.3884
H -1.9612 -0.3554 -1.1377  0.3489
C 1.8716 1.0015 -0.5687  -1.0840
C -0.8972 -1.5887 0.3299  -0.7872
H -0.7413 -1.6000 1.4068  0.2420
C 0.1080 -0.8232 -0.4894  -0.0804
H 1.1708 0.0044 1.1975  0.2506

- Molar mass: 84.162 u
- Orbital gap: 11.14 eV
- Net charge: 0
- HOMO: -9.89 eV
- Energy above the lowest of the compared OMol25 structures with the same formula, charge and spin: 99.7 kJ/mol
- Total energy: -6415.908 eV

***

8.
# C19H22N2O3

The molecule C19H22N2O3 (wB97M-V/def2-TZVPD, the Open Molecules 2025 dataset).

Last column: Mulliken charge in e.
Element x y z (Å)
H 1.9113 5.2328 4.4497  0.3692
H -0.9993 -3.8119 -4.6772  0.4320
C 0.0948 3.2448 4.0870  -0.7367
H 3.0715 -1.6947 -5.0684  0.4357
H 0.6980 -2.0127 -1.4825  0.1469
C 2.0193 4.7051 3.5125  -0.7089
C 1.6488 -1.8758 -3.4413  0.7922
C 2.2881 3.3319 1.0910  -0.4754
C 0.9317 -3.1126 -4.0101  -0.6082
H -1.5207 1.8734 4.3567  0.3900
H 3.6336 -2.6860 -3.7202  0.3661
C -0.5070 1.5766 2.4686  1.1593
C -0.7199 2.2129 3.7177  -0.7035
H 1.0451 -3.9512 -3.3216  0.2957
N -1.3056 -2.5514 -3.0971  -0.0644
C -1.3683 0.4774 2.0679  -0.5822
H 3.5918 -0.9295 -3.5674  0.4187
H -0.4825 0.0881 0.1950  0.4687
C 1.6893 -1.9010 -1.9129  -1.2814
C 1.2636 2.9527 1.9868  -0.1167
C 3.0004 5.0475 2.6237  -0.5078
C 1.1296 3.6542 3.2196  1.0906
H -0.0375 3.7542 5.0318  0.4125
H -2.6089 -3.6827 -0.3470  0.3760
H 2.3745 2.7894 0.1628  0.4964
H -3.6540 -2.5872 -1.2588  0.3222
C -1.2474 -0.1772 0.9074  -0.4277
H 1.1099 -0.9776 -3.7664  0.2266
C -0.5593 -2.8924 -4.2845  -1.1115
O -2.2917 -4.5661 -2.7878  -0.6606
O -1.8432 -1.7802 -0.6568  -0.1650
C 3.1344 4.3564 1.4074  -0.4633
H -0.6887 -2.0914 -5.0190  0.4098
N 0.4510 1.9427 1.6441  -0.4322
H -2.1471 0.1824 2.7591  0.4115
C -2.1454 -1.2862 0.5626  0.1480
H 3.6819 5.8540 2.8507  0.3831
H 3.9177 4.6457 0.7223  0.3812
C -2.0444 -3.4409 -2.4140  0.4125
O -3.0357 -1.7204 1.2491  -0.6116
H 2.3009 -2.7340 -1.5718  0.3779
H 1.3929 -3.3977 -4.9573  0.4184
C 3.0750 -1.7908 -3.9849  -1.7585
H 2.1268 -0.9812 -1.5295  0.3869
C -2.6114 -2.8910 -1.1034  -0.4011
H -1.1244 -1.6567 -2.6698  0.2889

- Molar mass: 326.396 u
- Orbital gap: 8.18 eV
- Net charge: 0
- HOMO: -8.90 eV
- Energy above the lowest of the compared OMol25 structures with the same formula, charge and spin: 90.1 kJ/mol
- Total energy: -29183.617 eV